No. 1
The following is a DFT calculation (the ωB97M-V functional and the def2-TZVPD basis) of a 2-piece molecular cluster, C5H11O4PS2 overall in a non-equilibrium geometry.

Summary:
Molar mass   230.2 g/mol
Net charge   -2

Element x y z (Å)
C  1.439  0.167  -0.786
C  0.103  -1.676  0.223
C  -1.106  0.463  -0.624
C  0.527  -0.309  3.056
C  0.149  -0.150  -0.022
O  -2.286  -5.601  -0.591
O  -0.786  -5.763  1.703
O  0.251  -5.154  -0.618
O  -0.366  1.787  1.762
P  -1.051  -5.155  0.126
S  -1.232  -4.003  1.918
S  0.672  0.687  1.719
H  2.222  0.749  -0.219
H  1.961  -0.657  -1.135
H  1.162  0.709  -1.691
H  -0.896  -2.081  0.222
H  0.442  -1.764  1.330
H  0.687  -2.276  -0.536
H  -1.795  0.926  0.219
H  -0.903  1.288  -1.232
H  -1.727  -0.276  -1.096
H  -0.375  -0.759  3.439
H  1.456  -0.704  3.253

***

No. 2
The following is a DFT calculation (the ωB97M-V functional and the def2-TZVPD basis) of C5H11O4Rb as an isolated structure in a non-equilibrium geometry.

Summary:
Molar mass   220.6 g/mol
Net charge   0

Element x y z (Å)
C  -0.703  2.666  -2.180
C  0.529  1.992  -1.574
O  1.205  2.656  -0.578
H  -0.649  2.672  -3.281
H  -1.619  2.111  -1.924
H  -0.772  3.717  -1.857
H  1.214  1.739  -2.419
H  0.172  1.000  -1.187
O  1.367  -1.399  1.727
C  0.070  -1.190  1.589
O  -0.414  -0.111  1.894
O  -0.646  -2.300  1.526
C  -2.027  -2.175  1.159
H  -2.658  -2.074  2.052
H  -2.164  -1.293  0.516
H  -2.274  -3.094  0.622
C  2.146  -1.922  0.644
H  2.084  -3.016  0.620
H  1.805  -1.505  -0.310
H  3.175  -1.613  0.852
Rb  0.159  3.141  2.110

***

No. 3
The following is a DFT calculation (the ωB97M-V functional and the def2-TZVPD basis) of C5H11O4Tm as an isolated structure in a non-equilibrium geometry.

Summary:
Expectation value of S²   3.76
Molar mass   304.1 g/mol
Net charge   +1
2S+1   4

Element x y z (Å)
C  -0.939  -0.903  -2.741
O  -1.703  -1.205  -1.628
C  0.550  -0.908  -2.407
O  0.689  -0.115  -1.216
C  1.790  -0.304  -0.430
C  1.598  0.249  0.940
O  0.304  -0.058  1.392
Tm  -1.305  -0.324  0.067
H  -1.193  0.099  -3.151
H  -1.085  -1.624  -3.570
H  1.169  -0.476  -3.207
H  0.901  -1.926  -2.182
H  2.759  -0.388  -0.927
H  1.742  1.354  0.940
H  2.364  -0.176  1.613
O  -2.183  0.900  1.736
H  -3.108  1.145  1.748
C  -0.601  1.017  2.901
H  -0.609  2.104  2.682
H  -0.362  0.137  3.531
H  -0.777  1.402  3.908

***

No. 4
The following is a DFT calculation (the ωB97M-V functional and the def2-TZVPD basis) of C5H11O4Yb as an isolated structure in a non-equilibrium geometry.

Summary:
Expectation value of S²   0.75
Molar mass   308.2 g/mol
Net charge   0
2S+1   2

Element x y z (Å)
O  -1.655  1.768  -0.090
C  -1.016  2.034  0.926
C  -0.313  0.996  1.706
O  -0.324  -0.240  1.027
C  0.842  -0.469  0.238
C  0.501  -1.452  -0.849
O  -0.582  -0.915  -1.592
C  -0.848  -1.608  -2.799
Yb  -2.570  -0.440  -0.205
H  -0.966  3.071  1.307
H  -0.826  0.873  2.675
H  1.651  -0.866  0.868
H  1.176  0.477  -0.213
H  0.216  -2.432  -0.429
H  1.378  -1.592  -1.500
H  -1.715  -1.129  -3.268
H  0.020  -1.538  -3.470
H  -1.078  -2.666  -2.599
H  0.773  1.409  2.042
O  2.381  2.214  2.757
H  2.958  2.505  3.468

***

No. 5
The following is a DFT calculation (the ωB97M-V functional and the def2-TZVPD basis) of C5H11O4Yb as an isolated structure in a non-equilibrium geometry.

Summary:
Expectation value of S²   0.77
Molar mass   308.2 g/mol
Net charge   0
2S+1   2

Element x y z (Å)
O  -2.287  -0.549  -0.016
C  -2.022  -0.263  1.176
C  -0.689  -0.272  1.707
O  0.288  -0.388  0.704
C  0.905  0.839  0.321
C  1.367  0.721  -1.106
O  0.237  0.399  -1.899
C  0.474  0.505  -3.292
Yb  -0.783  -1.804  -1.186
H  -2.842  -0.041  1.882
H  -0.457  -1.262  2.828
H  1.762  1.050  0.979
H  0.176  1.658  0.412
H  2.134  -0.065  -1.215
H  1.801  1.680  -1.429
H  -0.414  0.118  -3.806
H  0.633  1.558  -3.568
H  1.352  -0.092  -3.587
H  -0.496  0.536  2.436
O  -0.172  -2.006  4.112
H  -0.969  -2.319  4.549

***

No. 6
The following is a DFT calculation (the ωB97M-V functional and the def2-TZVPD basis) of one molecule with the formula C5H11OP in a non-equilibrium geometry.

Summary:
Molar mass   118.1 g/mol
Net charge   0

Element x y z (Å)
C  -0.241  1.283  0.618
C  1.207  0.839  0.489
C  -0.917  0.968  -0.760
C  1.246  -0.553  0.788
C  1.147  -1.580  -0.212
O  -2.183  -0.870  0.834
P  -1.909  -0.585  -0.583
H  -0.745  0.754  1.344
H  -0.324  2.316  0.724
H  1.691  0.954  -0.445
H  1.855  1.323  1.244
H  -1.516  1.748  -1.320
H  -0.138  0.497  -1.538
H  0.963  -0.910  1.808
H  0.027  -1.399  -0.571
H  1.137  -2.562  0.093
H  1.827  -1.556  -1.071
H  -3.126  -0.669  -1.440

***

No. 7
The following is a DFT calculation (the ωB97M-V functional and the def2-TZVPD basis) of a 2-piece molecular cluster, C5H11OP overall in a non-equilibrium geometry.

Summary:
Molar mass   118.1 g/mol
Net charge   0

Element x y z (Å)
C  -0.943  -2.103  -2.076
C  -1.086  -0.797  -1.899
C  1.086  1.910  0.557
C  -0.179  -0.196  1.206
C  -0.054  0.958  0.218
O  0.608  2.110  -3.115
P  0.265  0.285  -1.459
H  -1.763  -2.729  -2.388
H  0.000  -2.596  -1.902
H  -2.024  -0.293  -2.096
H  2.040  1.380  0.546
H  1.128  2.703  -0.184
H  0.944  2.349  1.543
H  -0.958  -0.892  0.901
H  -0.423  0.184  2.195
H  0.761  -0.742  1.274
H  -0.995  1.514  0.161
H  1.337  -0.587  -1.273

***

No. 8
The following is a DFT calculation (the ωB97M-V functional and the def2-TZVPD basis) of C5H11OS as an isolated structure.

Summary:
Molar mass   119.2 g/mol
Net charge   -1

Element x y z (Å)
C  1.976  -0.136  -0.503
C  1.181  -0.036  -1.796
C  -0.238  0.490  -1.606
S  -1.326  -0.645  -0.719
H  2.102  0.841  -0.044
H  2.954  -0.588  -0.670
H  1.422  -0.738  0.216
H  1.708  0.622  -2.505
H  1.123  -1.017  -2.256
H  -0.662  0.710  -2.580
H  -0.208  1.421  -1.037
O  -0.150  1.100  1.570
C  -1.226  0.533  1.400
C  -1.585  -0.693  2.226
H  -2.097  1.105  1.039
H  -2.538  -1.118  1.896
H  -1.634  -0.411  3.274
H  -0.803  -1.441  2.095

***

How do the records compare in energy? In the order shown, they have -44511.3790, -14206.6950, -43069.9822, -45075.9278, -45076.5154, -16695.6719, -16694.1388, -18246.7479 eV.